Formula: C5H7NO
Source: the OMol25 dataset
Level of theory: ωB97M-V/def2-TZVPD

Relative energy (zero: lowest compared OMol25 entry of this formula, charge and spin)   5.091 eV
Calculated total energy   -324.53736 Ha
Frontier orbital gap   9.3 eV

```
! wB97M-V def2-TZVPD RIJCOSX def2/J DEFGRID3
* xyz 0 1
O 1.253 -2.046 0.880
N 0.209 1.027 -0.558
C 1.367 0.142 -0.268
C -0.836 0.046 -0.921
C -0.671 0.750 1.080
C -0.724 -0.652 0.441
C 0.727 -1.057 0.442
H 2.149 0.616 0.337
H -1.776 0.586 -1.059
H 0.156 1.455 0.871
H -0.571 -0.509 -1.824
H -1.659 1.215 1.020
H -1.442 -1.401 0.776
H 1.817 -0.172 -1.218
*
```